Entry 1:
The following is a quantum chemistry calculation of a single C3H6N2O molecule, from the OMol25 dataset.

Output
ΔE to the lowest compared entry with this formula, charge and spin = 5.215 eV
orbital gap = 9.84 eV
electronic energy = -8231.4834 eV
F_max = 4.953 eV Å⁻¹
structure (SMILES) = C1C[C@H]2ON2N1
charge = 0

Atoms and positions in Å:
O1 1.67 0.61 0.69
N1 1.44 -0.55 -0.51
N2 0.44 -1.32 -0.18
C1 0.80 1.01 -0.29
C2 -0.80 -0.71 0.33
C3 -0.69 0.74 -0.16
H1 -0.72 -0.54 1.47
H2 0.76 -2.19 0.28
H3 -1.16 1.52 0.65
H4 0.98 1.77 -1.12
H5 -1.59 -1.18 -0.09
H6 -1.12 0.84 -1.08


Entry 2:
The following is a quantum chemistry calculation of a single C3H6N2O molecule, from the OMol25 dataset.

Output
ΔE to the lowest compared entry with this formula, charge and spin = 5.973 eV
orbital gap (alpha / beta) = 8.02 / 8.28 eV
electronic energy = -8230.7257 eV
F_max = 0.839 eV Å⁻¹
structure (SMILES) = C=C(N)/C=N\O
charge = 0

Atoms and positions in Å:
O1 -0.11 1.61 -1.76
N1 -1.08 1.14 -0.87
N2 0.73 -1.57 0.60
C1 -1.02 -0.21 -0.55
C2 0.37 0.88 0.83
C3 0.06 -0.41 0.29
H1 -1.91 -0.83 -0.66
H2 1.11 -1.65 1.53
H3 0.45 0.86 -2.05
H4 -0.39 1.45 1.34
H5 1.40 1.15 1.08
H6 0.38 -2.43 0.21


Entry 3:
The following is a quantum chemistry calculation of a molecular structure, C3H6N2O, from the OMol25 dataset.

Output
ΔE to the lowest compared entry with this formula, charge and spin = 3.112 eV
orbital gap = 9.60 eV
electronic energy = -8233.5863 eV
F_max = 5.291 eV Å⁻¹
charge = 0

Atoms and positions in Å:
O1 -1.34 -0.32 1.34
N1 2.59 -0.67 0.06
N2 -0.92 -0.97 -0.96
C1 0.79 1.12 0.14
C2 -0.92 0.02 -0.04
C3 1.80 0.17 -0.04
H1 -0.74 -1.96 -0.58
H2 0.53 1.47 1.15
H3 -0.44 -0.96 -1.81
H4 -0.49 -0.62 1.74
H5 0.63 1.89 -0.59
H6 -1.50 0.85 -0.42


Entry 4:
The following is a quantum chemistry calculation of a single C3H6N2O molecule, from the OMol25 dataset.

Output
ΔE to the lowest compared entry with this formula, charge and spin = 4.299 eV
orbital gap = 11.31 eV
electronic energy = -8232.4001 eV
F_max = 9.488 eV Å⁻¹
structure (SMILES) = C[C@](N)(O)C#N
charge = 0

Atoms and positions in Å:
O1 1.10 -0.86 -0.66
N1 -0.50 -1.46 2.26
N2 0.45 1.04 0.71
C1 -0.25 -0.83 1.33
C2 -1.12 -0.04 -0.87
C3 0.11 -0.15 0.04
H1 1.64 1.39 0.57
H2 0.89 1.89 0.00
H3 -0.83 0.53 -1.76
H4 -1.45 -1.03 -1.16
H5 1.88 -0.95 -0.10
H6 -1.92 0.47 -0.35


Entry 5:
The following is a quantum chemistry calculation of a single C3H6N2O2 molecule, from the OMol25 dataset.

Output
ΔE to the lowest compared entry with this formula, charge and spin = 1.249 eV
orbital gap = 10.62 eV
electronic energy = -10283.5480 eV
F_max = 0.350 eV Å⁻¹
structure (SMILES) = [H]/N=C/OCC(N)=O
charge = 0

Atoms and positions in Å:
O1 1.86 0.69 1.90
O2 -1.30 -0.04 0.44
N1 1.44 -0.92 0.34
N2 -0.66 0.02 -1.76
C1 1.13 0.19 1.06
C2 -0.24 0.84 0.81
C3 -1.48 -0.30 -0.86
H1 -1.01 -0.24 -2.68
H2 0.98 -1.07 -0.55
H3 -0.53 1.28 1.76
H4 -2.43 -0.83 -0.99
H5 2.39 -1.24 0.45
H6 -0.13 1.62 0.05


Entry 6:
The following is a quantum chemistry calculation of 2 unconnected molecules or ions with the total composition C3H6N2O2, from the OMol25 dataset.

Output
ΔE to the lowest compared entry with this formula, charge and spin = 2.934 eV
orbital gap = 11.06 eV
electronic energy = -10281.8633 eV
F_max = 1.014 eV Å⁻¹
structure (SMILES) = N=C=NC=O.CO
charge = 0

Atoms and positions in Å:
O1 -1.42 -0.90 -0.41
O2 2.97 0.36 3.05
N1 1.21 0.32 1.54
N2 0.94 0.31 -0.90
C1 1.05 0.25 0.30
C2 2.58 0.20 1.93
C3 -2.20 -0.05 -1.24
H1 -3.24 -0.38 -1.27
H2 -2.16 1.01 -0.94
H3 0.35 -0.35 -1.39
H4 -1.79 -0.11 -2.25
H5 -1.55 -0.65 0.50
H6 3.26 0.00 1.07


Entry 7:
The following is a quantum chemistry calculation of a single C3H6N2O2 molecule, from the OMol25 dataset.

Output
ΔE to the lowest compared entry with this formula, charge and spin = 1.794 eV
orbital gap = 10.59 eV
electronic energy = -10283.0036 eV
F_max = 0.702 eV Å⁻¹
structure (SMILES) = [H]/N=C/OCC(N)=O
charge = 0

Atoms and positions in Å:
O1 -1.35 0.52 0.56
O2 0.85 -1.37 0.83
N1 -2.69 -0.43 -0.99
N2 2.12 0.17 -0.23
C1 1.01 -0.23 0.44
C2 -1.63 -0.50 -0.30
C3 0.00 0.89 0.70
H1 0.20 1.76 0.05
H2 2.83 -0.53 -0.38
H3 -0.89 -1.31 -0.23
H4 2.22 1.08 -0.64
H5 0.14 1.21 1.73
H6 -2.80 -1.27 -1.55


Entry 8:
The following is a quantum chemistry calculation of a single C3H6N2O2 molecule, from the OMol25 dataset.

Output
ΔE to the lowest compared entry with this formula, charge and spin = 1.692 eV
orbital gap = 10.72 eV
electronic energy = -10283.1056 eV
F_max = 0.409 eV Å⁻¹
structure (SMILES) = [H]/N=C/OCC(N)=O
charge = 0

Atoms and positions in Å:
O1 -1.06 1.39 0.28
O2 1.02 -0.12 1.09
N1 -2.33 -0.39 -0.29
N2 2.37 0.04 -0.76
C1 1.65 0.60 0.11
C2 -1.21 0.19 0.21
C3 -0.15 -0.80 0.71
H1 -0.52 -1.28 1.62
H2 2.79 0.76 -1.34
H3 1.48 1.67 0.20
H4 -3.04 0.21 -0.66
H5 -2.39 -1.38 -0.47
H6 0.06 -1.57 -0.04


Entry 9:
The following is a quantum chemistry calculation of a single C3H6N2O2 molecule, from the OMol25 dataset.

Output
ΔE to the lowest compared entry with this formula, charge and spin = 5.372 eV
orbital gap = 9.97 eV
electronic energy = -10279.4253 eV
F_max = 4.222 eV Å⁻¹
structure (SMILES) = C=C(N)C[N+](=O)[O-]
charge = 0

Atoms and positions in Å:
O1 -2.82 -1.05 -0.51
O2 -2.65 1.08 -0.37
N1 0.41 1.47 -0.26
N2 -2.33 -0.04 -0.01
C1 0.85 -0.92 -0.49
C2 0.10 0.08 -0.02
C3 -1.23 -0.28 0.91
H1 -1.15 0.38 1.70
H2 0.04 1.98 0.57
H3 0.55 -1.95 -0.17
H4 -0.31 1.73 -0.98
H5 -1.28 -1.32 1.13
H6 1.79 -0.66 -1.04


Entry 10:
The following is a quantum chemistry calculation of a molecular structure, C3H6N2O2, from the OMol25 dataset.

Output
ΔE to the lowest compared entry with this formula, charge and spin = 7.217 eV
orbital gap (alpha / beta) = 8.63 / 8.63 eV
electronic energy = -10277.5802 eV
F_max = 5.009 eV Å⁻¹
charge = 0

Atoms and positions in Å:
O1 -2.75 -0.06 0.51
O2 -1.61 1.58 1.41
N1 -1.75 0.56 0.84
N2 -0.21 -0.22 0.34
C1 0.72 0.68 0.31
C2 -0.53 -1.17 -0.70
C3 1.97 0.56 -0.26
H1 0.08 -2.05 -0.43
H2 2.69 1.30 -0.17
H3 -0.11 -0.91 -1.65
H4 2.45 -0.44 -0.75
H5 -1.52 -1.36 -0.42
H6 0.56 1.53 0.97


Entry 11:
The following is a quantum chemistry calculation of a single C3H6N2O2 molecule, from the OMol25 dataset.

Output
ΔE to the lowest compared entry with this formula, charge and spin = 8.866 eV
orbital gap (alpha / beta) = 9.58 / 7.78 eV
electronic energy = -10275.9315 eV
F_max = 3.637 eV Å⁻¹
charge = 0

Atoms and positions in Å:
O1 -3.05 0.77 0.23
O2 -2.27 -0.96 -0.85
N1 -2.16 -0.03 -0.10
N2 -0.96 0.44 0.38
C1 1.43 0.91 -0.06
C2 0.28 -0.11 -0.27
C3 0.54 -1.31 0.52
H1 1.65 1.35 0.95
H2 0.17 -0.19 -1.41
H3 2.30 0.58 -0.61
H4 1.34 1.77 -0.81
H5 0.88 -1.02 1.60
H6 -0.16 -2.19 0.42


Entry 12:
The following is a quantum chemistry calculation of a single C3H6N2O2 molecule, from the OMol25 dataset.

Output
ΔE to the lowest compared entry with this formula, charge and spin = 5.155 eV
orbital gap = 9.97 eV
electronic energy = -10279.6428 eV
F_max = 3.479 eV Å⁻¹
structure (SMILES) = CO/N=C(/N)C=O
charge = 0

Atoms and positions in Å:
O1 -1.88 1.31 -0.18
O2 -0.16 -0.67 0.91
N1 1.16 0.19 0.35
N2 0.81 2.18 -0.91
C1 -0.02 -2.08 0.84
C2 0.51 0.95 -0.44
C3 -1.01 0.48 -0.41
H1 0.11 -2.47 1.85
H2 0.85 -2.37 0.25
H3 -1.16 -0.39 -1.06
H4 -0.91 -2.51 0.38
H5 0.02 2.82 -0.97
H6 1.69 2.58 -0.63


Entry 13:
The following is a quantum chemistry calculation of a molecular structure, C3H6N2O2, from the OMol25 dataset.

Output
ΔE to the lowest compared entry with this formula, charge and spin = 5.798 eV
orbital gap (alpha / beta) = 7.83 / 8.75 eV
electronic energy = -10278.9996 eV
F_max = 5.277 eV Å⁻¹
charge = 0

Atoms and positions in Å:
O1 -2.97 0.69 -0.58
O2 0.45 -1.98 -0.07
N1 -1.89 -1.41 0.03
N2 -0.67 0.14 -0.31
C1 0.24 1.15 -0.75
C2 -2.05 0.01 -0.33
C3 -0.51 -1.14 0.25
H1 0.14 2.14 -0.15
H2 1.34 -1.76 0.21
H3 0.15 1.34 -1.77
H4 -0.08 -0.78 2.37
H5 1.20 0.70 -0.38
H6 -2.43 -1.92 0.59


Entry 14:
The following is a quantum chemistry calculation of a single C3H6N2O2 molecule, from the OMol25 dataset.

Output
ΔE to the lowest compared entry with this formula, charge and spin = 5.132 eV
orbital gap = 10.13 eV
electronic energy = -10279.6651 eV
F_max = 6.943 eV Å⁻¹
structure (SMILES) = CNC(=O)/C=N\O
charge = 0

Atoms and positions in Å:
O1 0.98 -0.15 -1.88
O2 -0.97 1.42 1.09
N1 0.52 1.48 0.98
N2 -0.51 -1.26 -0.65
C1 0.39 -0.30 -0.82
C2 -0.84 -1.59 0.71
C3 0.93 0.60 0.10
H1 -1.15 -1.52 -1.37
H2 -0.04 -0.93 1.12
H3 -0.82 -2.76 1.11
H4 2.04 0.54 0.26
H5 -1.20 1.93 2.02
H6 -1.88 -1.21 0.92


Entry 15:
The following is a quantum chemistry calculation of a single C3H6N2O2 molecule, from the OMol25 dataset.

Output
ΔE to the lowest compared entry with this formula, charge and spin = 3.801 eV
orbital gap = 10.35 eV
electronic energy = -10280.9960 eV
F_max = 3.099 eV Å⁻¹
structure (SMILES) = [H]/N=C/N(C)OC=O
charge = 0

Atoms and positions in Å:
O1 0.12 2.32 0.67
O2 0.10 0.02 1.15
N1 -0.91 -1.81 -1.56
N2 0.07 -0.23 -0.26
C1 -0.95 -1.08 -0.50
C2 0.06 1.41 1.46
C3 1.35 -0.51 -0.88
H1 1.24 -0.36 -2.00
H2 -1.77 -2.22 -1.81
H3 -0.02 1.62 2.50
H4 -1.85 -1.03 0.21
H5 2.06 0.34 -0.50
H6 1.72 -1.56 -0.69


Entry 16:
The following is a quantum chemistry calculation of a molecular structure, C3H6N2O2, from the OMol25 dataset.

Output
ΔE to the lowest compared entry with this formula, charge and spin = 5.137 eV
orbital gap = 8.25 eV
electronic energy = -10279.6607 eV
F_max = 2.511 eV Å⁻¹
charge = 0

Atoms and positions in Å:
O1 -1.37 -1.00 0.97
O2 1.96 0.39 0.76
N1 0.51 0.79 -1.72
N2 -1.69 -0.07 -1.31
C1 -0.13 -0.76 0.56
C2 -0.44 0.14 -1.28
C3 0.74 0.06 1.24
H1 -2.03 -0.65 -0.05
H2 0.45 0.47 2.20
H3 2.54 0.70 1.47
H4 0.47 -1.57 0.08
H5 -2.35 0.55 -1.74
H6 1.34 0.96 -1.18


Entry 17:
The following is a quantum chemistry calculation of 2 unconnected molecules or ions with the total composition C3H6N2O2, from the OMol25 dataset.

Output
ΔE to the lowest compared entry with this formula, charge and spin = 4.053 eV
orbital gap = 6.82 eV
electronic energy = -10280.7444 eV
F_max = 3.497 eV Å⁻¹
charge = 0

Atoms and positions in Å:
O1 -0.73 -0.10 -2.72
O2 0.95 1.18 -1.93
N1 1.19 -0.82 0.91
N2 -2.10 0.59 0.46
C1 -0.82 0.49 0.59
C2 -0.12 -0.66 0.18
C3 0.11 0.47 -2.24
H1 1.82 0.05 0.72
H2 -2.42 1.59 0.64
H3 -0.58 -1.70 -0.05
H4 1.06 -0.67 2.00
H5 -0.11 1.29 0.65
H6 1.73 -1.71 0.79


Entry 18:
The following is a quantum chemistry calculation of a single C3H6N2O2S molecule, from the OMol25 dataset.

Output
ΔE to the lowest compared entry with this formula, charge and spin = 5.400 eV
orbital gap = 9.06 eV
electronic energy = -21114.4494 eV
F_max = 5.480 eV Å⁻¹
structure (SMILES) = NC(=S)CO/C=N/O
charge = 0

Atoms and positions in Å:
S1 -3.02 0.05 -0.32
O1 3.49 0.55 -0.40
O2 0.68 -1.18 0.57
N1 -0.62 1.27 0.72
N2 2.01 0.45 -0.32
C1 -1.38 0.25 0.11
C2 1.90 -0.74 0.32
C3 -0.45 -0.87 -0.21
H1 0.44 1.06 0.79
H2 -0.08 -0.81 -1.18
H3 -0.87 2.19 0.85
H4 3.70 1.24 -1.01
H5 2.86 -1.65 0.37
H6 -1.27 -1.70 -0.22


Entry 19:
The following is a quantum chemistry calculation of a single C3H6N2O2S molecule, from the OMol25 dataset.

Output
ΔE to the lowest compared entry with this formula, charge and spin = 5.675 eV
orbital gap = 8.60 eV
electronic energy = -21114.1746 eV
F_max = 9.792 eV Å⁻¹
structure (SMILES) = CON(C=S)C(N)=O
charge = 0

Atoms and positions in Å:
S1 0.49 -0.04 -2.81
O1 0.64 1.13 0.99
O2 -1.99 0.24 0.93
N1 -1.49 -1.16 -1.19
N2 -0.09 0.65 -0.30
C1 -1.29 -0.07 -0.05
C2 0.76 0.68 -1.29
C3 1.23 -0.04 1.83
H1 -2.51 -1.28 -0.95
H2 1.40 1.50 -1.14
H3 1.94 0.75 2.41
H4 1.72 -0.89 1.23
H5 -1.19 -1.06 -2.11
H6 0.38 -0.41 2.43


Entry 20:
The following is a quantum chemistry calculation of a single C3H6N2O2S molecule, from the OMol25 dataset.

Output
ΔE to the lowest compared entry with this formula, charge and spin = 1.765 eV
orbital gap = 9.63 eV
electronic energy = -21118.0845 eV
F_max = 2.390 eV Å⁻¹
structure (SMILES) = COC(=O)N/C=N\S
charge = 0

Atoms and positions in Å:
S1 2.38 1.24 0.44
O1 -0.50 -0.01 0.68
O2 -1.79 0.07 -1.21
N1 0.43 -0.45 -1.34
N2 2.47 -0.36 -0.02
C1 -1.64 0.37 1.46
C2 1.62 -0.97 -0.76
C3 -0.75 -0.11 -0.64
H1 -1.26 0.41 2.47
H2 1.86 -2.01 -1.06
H3 -1.99 1.33 1.10
H4 1.34 1.63 -0.19
H5 0.24 -0.73 -2.27
H6 -2.41 -0.40 1.33